No. 1
# C11H25AlBr3Cl7FN2O9S

A molecular structure, C11H25AlBr3Cl7FN2O9S in a non-equilibrium geometry (ωB97M-V with the def2-TZVPD basis set, OMol25).

Computed properties:
Total charge: +1
ΔE to the lowest compared entry with this formula, charge and spin: 151.97 kJ/mol
HOMO energy: -10.63 eV
HOMO-LUMO gap: 1.7 eV
LUMO energy: -8.964 eV

Atoms and positions in Å:
O (0.17980, -0.13712, -2.52046)
S (1.30236, 0.69961, -2.12214)
O (2.34605, 0.93068, -3.11810)
C (0.68019, 2.32681, -1.54158)
C (1.90392, 3.25980, -1.38358)
C (1.39233, 4.47301, -0.49957)
N (1.56485, 3.88305, 0.82584)
C (2.81271, 3.11696, 0.74437)
O (2.80097, 2.52750, -0.56834)
H (1.90934, 0.17432, -0.97485)
H (0.19914, 2.11409, -0.59152)
H (-0.04600, 2.72311, -2.25128)
H (2.32941, 3.54190, -2.33475)
H (2.13513, 5.27736, -0.58517)
H (0.35112, 4.67457, -0.87854)
H (0.86099, 3.23837, 1.18025)
H (1.53862, 4.73328, 1.59738)
H (2.77689, 2.26394, 1.40789)
H (3.72449, 3.69355, 0.80123)
Cl (2.02284, -1.10579, 0.54990)
F (1.79837, 5.83625, 2.36198)
C (4.97846, -2.60897, 2.42733)
Cl (4.86102, -0.84760, 2.47235)
Cl (6.65792, -3.12593, 2.58531)
Cl (3.97817, -3.33131, 3.68876)
H (4.60743, -2.94437, 1.46791)
Al (-0.10070, 5.94422, -1.68639)
C (0.89561, -4.13508, -1.90247)
C (1.17078, -4.61457, -0.50217)
O (1.51727, -3.85669, 0.36402)
C (0.99372, -6.07853, -0.20649)
H (1.06214, -3.06108, -1.95939)
H (1.56626, -4.63778, -2.59959)
H (-0.14098, -4.34836, -2.16402)
H (1.66477, -6.66966, -0.82995)
H (-0.04183, -6.35335, -0.39797)
H (1.22333, -6.26854, 0.83944)
C (-2.51614, 5.59737, 1.89044)
Br (-1.23492, 6.80550, 2.64015)
Br (-1.76167, 3.81793, 1.66321)
Br (-4.16571, 5.53152, 2.88075)
H (-2.75821, 5.97282, 0.90691)
O (-0.36472, 7.34470, -4.80748)
H (-0.59121, 6.96937, -5.66341)
H (0.25695, 8.04749, -5.01779)
C (-4.16926, 1.33389, -0.55337)
O (-3.88220, 2.60013, -1.15189)
H (-4.69022, 0.72492, -1.28587)
H (-3.24406, 0.82723, -0.26370)
H (-4.80865, 1.46233, 0.32307)
H (-3.42474, 3.12841, -0.50173)
C (-3.08439, -7.67209, -0.37678)
Cl (-2.54404, -6.47447, -1.55846)
Cl (-1.86230, -8.92761, -0.16143)
Cl (-3.43313, -6.87237, 1.15439)
H (-3.98972, -8.13541, -0.74426)
N (-4.30226, -5.84785, 4.73325)
O (-3.57207, -5.33028, 5.56144)
O (-4.34157, -7.06307, 4.62910)
O (-4.99266, -5.14811, 4.00782)

---

No. 2
# C8H24ClI2OP2ReS

A molecular structure, C8H24ClI2OP2ReS in a non-equilibrium geometry (ωB97M-V with the def2-TZVPD basis set, OMol25).

Computed properties:
Total charge: +3
ΔE to the lowest compared entry with this formula, charge and spin: 597.76 kJ/mol
HOMO energy (alpha / beta): -17.45 / -17.34 eV
HOMO-LUMO gap (alpha / beta): 5.8 / 4.1 eV
LUMO energy (alpha / beta): -11.658 / -13.254 eV
<S²>: 3.77
2S+1: 4

Atoms and positions in Å:
I (3.44124, 0.27428, 2.86559)
I (2.15719, -1.62753, 1.69742)
Re (-0.15086, 0.77833, -2.23522)
P (-2.05236, 0.04673, -1.50488)
C (-3.01474, 0.19535, 0.00525)
C (-2.85963, 1.47454, -2.35359)
H (-3.87525, 1.08035, -2.39550)
H (-3.91005, -1.23206, -2.13860)
H (-2.51373, 1.75640, -3.34458)
H (-2.44558, -1.85563, -2.99585)
H (-2.74599, 1.08290, 0.59039)
H (-2.85228, 2.34987, -1.69295)
C (-2.84687, -1.48060, -2.05612)
H (-4.02917, 0.28168, -0.40483)
H (-2.70196, -2.21733, -1.25300)
H (-2.91782, -0.71657, 0.60895)
P (1.75830, 0.01864, -1.69772)
C (2.85442, 0.23992, -0.22649)
C (2.66765, -1.44783, -2.14924)
H (2.30518, 1.89153, -3.28107)
H (3.60552, 1.19365, -2.25485)
H (2.46014, 2.36687, -1.54630)
C (2.57040, 1.55532, -2.28537)
H (2.34066, -1.81208, -3.11231)
H (3.69353, -1.08510, -2.16972)
H (3.93376, 0.24749, -0.49726)
H (2.99212, -0.86735, 0.08957)
H (2.52130, -2.19038, -1.36678)
H (2.44536, 1.03736, 0.36409)
Cl (-0.04990, 0.05662, -4.38305)
C (0.74149, -1.10709, 4.38537)
S (-0.76117, -0.64885, 3.36850)
C (-1.29160, 0.82458, 4.28256)
O (-0.60016, -0.13195, 1.95686)
H (0.69728, -0.91997, 5.45759)
H (1.55090, -0.39617, 4.11585)
H (1.00066, -2.15241, 4.15773)
H (-0.37151, 1.38611, 4.49605)
H (-2.03655, 1.30274, 3.65503)
H (-1.70988, 0.44764, 5.24848)

---

No. 3
# C25H24BrN3O4S

C25H24BrN3O4S in the gas phase in a non-equilibrium geometry (ωB97M-V with the def2-TZVPD basis set, OMol25).

Computed properties:
Structure (SMILES): C=CCCc1ccc(C#N)c(SCc2c(C(=O)OCC)c3cc(OC(C)=O)c(Br)cc3n2C)n1
ΔE to the lowest compared entry with this formula, charge and spin: 15.50 kJ/mol
HOMO energy: -8.13 eV
HOMO-LUMO gap: 8.3 eV
LUMO energy: 0.146 eV

Atoms and positions in Å:
C (-0.12067, 3.55491, 0.87771)
C (0.26893, 2.37648, 1.32466)
C (1.68970, 1.91718, 1.37241)
C (1.93998, 0.79471, 0.34442)
C (1.75895, 1.33799, -1.03630)
C (2.84482, 1.72668, -1.82132)
C (2.61202, 2.31372, -3.04931)
C (1.29532, 2.49777, -3.47379)
C (1.00678, 3.08937, -4.72116)
N (0.78950, 3.56971, -5.73908)
C (0.27628, 2.05287, -2.61824)
S (-1.41491, 2.27982, -3.07727)
C (-2.08646, 0.58770, -2.76126)
C (-1.94527, 0.13916, -1.36606)
C (-1.08307, -0.83237, -0.87505)
C (-0.07935, -1.53570, -1.66382)
O (0.05476, -1.43398, -2.86520)
O (0.70480, -2.31633, -0.90459)
C (1.72104, -3.05666, -1.57610)
C (2.98182, -2.22581, -1.77062)
C (-1.33943, -0.93063, 0.52697)
C (-0.80174, -1.71051, 1.55073)
C (-1.29356, -1.54292, 2.82797)
O (-0.81962, -2.21593, 3.93900)
C (-0.39757, -3.49488, 3.89518)
C (0.02621, -3.92611, 5.27196)
O (-0.37444, -4.17438, 2.90799)
C (-2.30987, -0.60632, 3.08649)
Br (-2.92896, -0.44017, 4.87165)
C (-2.85717, 0.17826, 2.09654)
C (-2.36059, 0.01062, 0.80923)
N (-2.69722, 0.64682, -0.35428)
C (-3.67214, 1.69342, -0.48941)
N (0.50966, 1.50706, -1.44654)
H (0.58466, 4.28979, 0.52432)
H (-1.15741, 3.84291, 0.84780)
H (-0.45639, 1.65190, 1.66804)
H (1.91381, 1.52582, 2.36764)
H (2.36338, 2.75224, 1.16777)
H (2.95499, 0.41353, 0.46491)
H (1.22643, -0.01074, 0.51739)
H (3.85285, 1.57409, -1.46810)
H (3.42743, 2.62965, -3.68390)
H (-1.54837, -0.08923, -3.42278)
H (-3.13073, 0.66959, -3.06311)
H (1.33638, -3.38762, -2.54630)
H (1.91302, -3.92070, -0.93650)
H (3.74241, -2.82773, -2.25948)
H (2.76257, -1.36099, -2.39291)
H (3.36028, -1.88431, -0.81020)
H (-0.03020, -2.43145, 1.34365)
H (0.91106, -3.36564, 5.56629)
H (0.24792, -4.98852, 5.26942)
H (-0.76473, -3.70478, 5.98427)
H (-3.63876, 0.88276, 2.33223)
H (-4.62579, 1.29623, -0.84791)
H (-3.83036, 2.16704, 0.47681)
H (-3.31297, 2.44462, -1.19286)

---

No. 4
# C38H37F3NO6S

6 unconnected molecules or ions with the total composition C38H37F3NO6S in a non-equilibrium geometry (ωB97M-V with the def2-TZVPD basis set, OMol25).

Computed properties:
Total charge: +1
HOMO energy: -10.27 eV
HOMO-LUMO gap: 3.9 eV
LUMO energy: -6.377 eV

Atoms and positions in Å:
O (0.28122, -1.32175, 7.72609)
C (-0.38681, -1.11839, 6.57715)
O (-0.88079, -2.18552, 5.69361)
S (0.39462, -2.88983, 4.80865)
O (1.51432, -3.46422, 5.73418)
O (-0.22779, -4.12139, 4.04524)
C (1.22217, -1.75821, 3.56720)
F (2.34501, -2.52883, 2.91346)
F (0.32116, -1.33601, 2.43315)
F (1.86595, -0.57001, 4.23418)
C (-0.70166, 0.44134, 6.09219)
C (-1.90655, 0.88511, 5.07178)
C (-2.01664, 2.49549, 4.68889)
N (-1.04973, 3.56558, 5.23432)
C (0.08537, 3.18016, 6.18125)
C (1.20018, 4.25435, 6.78230)
O (0.86070, 5.66591, 6.52841)
O (2.02987, 6.21163, 6.20982)
C (0.31264, 1.59607, 6.66688)
H (-2.63356, 0.05198, 4.64600)
H (-2.89668, 2.79580, 3.95587)
H (-1.18984, 4.57068, 4.91350)
H (2.23971, 3.92556, 6.29739)
H (1.27689, 4.05908, 7.95390)
H (2.70355, 5.97809, 6.94106)
H (1.20460, 1.31078, 7.40648)
C (0.44490, 2.20818, -0.78721)
C (0.51144, 1.11666, 0.07820)
C (1.16731, -0.04881, -0.31718)
C (1.76577, -0.11920, -1.57552)
C (1.70244, 0.97374, -2.43944)
C (1.03851, 2.13590, -2.04761)
H (-0.06929, 3.11510, -0.48003)
H (0.05101, 1.17406, 1.06135)
H (1.21318, -0.90151, 0.35475)
H (2.28116, -1.02562, -1.88192)
H (2.17028, 0.91929, -3.41940)
H (0.98462, 2.98517, -2.72305)
C (-0.85861, -4.87973, -3.10818)
C (-1.01174, -3.55565, -3.51822)
C (-0.91934, -2.52138, -2.58733)
C (-0.66371, -2.81098, -1.24670)
C (-0.50685, -4.13488, -0.83737)
C (-0.60850, -5.16975, -1.76670)
H (-0.93408, -5.68574, -3.83337)
H (-1.20409, -3.32965, -4.56408)
H (-1.04538, -1.49022, -2.90599)
H (-0.58680, -2.00479, -0.52196)
H (-0.30602, -4.36029, 0.20715)
H (-0.49172, -6.20135, -1.44649)
C (1.28382, -6.51578, -8.36825)
C (0.16845, -6.13641, -9.11445)
C (-0.74479, -5.22248, -8.58954)
C (-0.53712, -4.67989, -7.32108)
C (0.58028, -5.05646, -6.57644)
C (1.48861, -5.97748, -7.09761)
H (1.99352, -7.23067, -8.77628)
H (0.01036, -6.55404, -10.10565)
H (-1.61730, -4.93219, -9.16848)
H (-1.24611, -3.96393, -6.91384)
H (0.74282, -4.63228, -5.58861)
H (2.35608, -6.27478, -6.51496)
C (3.88121, 8.95668, 11.57833)
C (2.57487, 9.36406, 11.30944)
C (1.92205, 8.90560, 10.16556)
C (2.57284, 8.03103, 9.29487)
C (3.87788, 7.62070, 9.56580)
C (4.53399, 8.08654, 10.70486)
H (4.39086, 9.31689, 12.46813)
H (2.06540, 10.04012, 11.99155)
H (0.90658, 9.22851, 9.95283)
H (2.06252, 7.66977, 8.40595)
H (4.38431, 6.93785, 8.88801)
H (5.55263, 7.77101, 10.91271)
C (-4.53855, -3.60390, -12.10571)
C (-4.69168, -2.27982, -12.51575)
C (-4.59928, -1.24555, -11.58486)
C (-4.34365, -1.53515, -10.24423)
C (-4.18679, -2.85905, -9.83489)
C (-4.28844, -3.89391, -10.76423)
H (-4.61402, -4.40990, -12.83090)
H (-4.88403, -2.05382, -13.56160)
H (-4.72532, -0.21439, -11.90351)
H (-4.26674, -0.72896, -9.51948)
H (-3.98596, -3.08445, -8.79037)
H (-4.17166, -4.92552, -10.44401)

---

| no. | energy (a.u.) |
| --- | --- |
| 1 | -12903.83355 |
| 2 | -2607.85339 |
| 3 | -4404.52119 |
| 4 | -2673.29929 |